Entry 1:
22
Properties=species:S:1:pos:R:3 method="wB97M-V/def2-TZVPD" relative_energy_kj_mol=220.5 smiles="C/C=C(/C)O.O.O.O" total_charge=0 lumo_ha=0.0111
C -1.64427 0.38011 1.16462
C -0.35513 -0.17646 1.00192
C 0.16578 -1.40348 0.90241
C 1.64201 -1.77445 0.84956
O -0.39342 -2.59454 0.40488
H -2.30640 -0.22061 0.44022
H -1.51332 1.45692 0.95754
H -2.04577 0.25279 2.18943
H 0.45703 0.53730 1.25256
H 1.77137 -2.78416 0.61927
H 2.10421 -1.62621 1.80901
H 2.16939 -0.94061 0.28360
H -1.20188 -2.55101 -0.03011
O 2.62147 1.30321 -0.33505
H 2.00310 2.06031 -0.37879
H 3.09402 1.16560 -1.15747
O -1.67027 0.16048 -1.93912
H -2.18089 -0.55888 -1.73612
H -0.83650 -0.02659 -2.35652
O -0.34271 2.59342 -1.06223
H -0.85634 2.94541 -1.86161
H -0.68149 1.80143 -1.01799

---

Entry 2:
17
Properties=species:S:1:pos:R:3 method="wB97M-V/def2-TZVPD" spin_multiplicity=2 relative_energy_kj_mol=165.9 total_charge=-1 lumo_ha="0.1541 / 0.1535" s2=0.754
C -1.14337 -1.05005 -0.50188
C -0.34876 -0.02965 -1.30270
C 0.84562 0.50291 -0.50770
C 1.10709 1.84518 -0.50247
C 1.60931 -0.51899 1.51104
N 1.59473 -0.41213 0.15824
N -1.81985 -0.48574 0.67735
H -2.02719 -1.33574 -1.08895
H -0.55472 -1.91770 -0.21073
H -0.98474 0.78718 -1.63112
H 0.14024 -0.67925 -2.03960
H 0.41876 2.68333 -0.43449
H 2.12992 2.16861 -0.30784
H 0.74258 -0.45588 2.16967
H 2.58101 -0.57241 2.01416
H -1.57601 0.36476 1.14082
H -2.71463 -0.89443 0.85620

---

Entry 3:
118
Properties=species:S:1:pos:R:3 method="wB97M-V/def2-TZVPD" relative_energy_kj_mol=0.0 total_charge=-2 lumo_ha=0.1381
K -0.69361 0.47835 0.05573
O 1.55165 -3.49323 -0.69739
S 1.44792 -2.18712 0.04172
C 0.75235 -2.75262 1.65334
C 1.43987 -2.80776 2.85893
C 0.88404 -3.50644 3.92347
C -0.33451 -4.15167 3.77708
C -1.04933 -4.03003 2.59172
C -0.54473 -3.29618 1.52674
P -1.39533 -2.77772 -0.05170
C -1.75440 -4.44678 -0.78551
C -0.95934 -4.89993 -1.83960
C -1.17618 -6.15306 -2.39765
C -2.18633 -6.97628 -1.91298
C -2.98662 -6.53314 -0.86751
C -2.77452 -5.27362 -0.31417
C -3.11013 -2.33152 0.50299
C -4.08678 -2.16248 -0.48963
C -5.36163 -1.72288 -0.17053
C -5.69832 -1.44360 1.14841
C -4.74432 -1.60137 2.14132
C -3.46017 -2.03230 1.82104
C 3.15413 -1.84606 0.54668
C 3.91020 -2.87846 1.09084
C 5.22585 -2.64860 1.45304
C 5.77917 -1.38852 1.24971
C 5.04458 -0.38768 0.63024
C 3.72225 -0.60515 0.23480
P 2.69633 0.60676 -0.74353
C 2.97195 -0.08882 -2.44230
C 3.47951 -1.35136 -2.72734
C 3.56963 -1.80447 -4.04254
C 3.14289 -1.00861 -5.09149
C 2.61295 0.24952 -4.82125
C 2.52861 0.69882 -3.51422
C 3.91671 2.02180 -0.83299
C 4.87385 2.19881 -1.83533
C 5.75721 3.27399 -1.80447
C 5.71173 4.19444 -0.76625
C 4.77392 4.02751 0.24439
C 3.88980 2.95615 0.20600
H 2.38768 -2.30432 2.98459
H 1.40867 -3.54034 4.87142
H -0.75040 -4.71600 4.60508
H -2.02771 -4.49073 2.50479
H -0.17561 -4.25717 -2.22252
H -0.55887 -6.48282 -3.22652
H -2.35649 -7.95225 -2.35621
H -3.78224 -7.16272 -0.48430
H -3.42790 -4.92655 0.47848
H -3.82715 -2.34642 -1.52504
H -6.08290 -1.56005 -0.96281
H -6.68948 -1.07423 1.39480
H -4.98435 -1.36596 3.17224
H -2.73504 -2.12989 2.61618
H 3.45348 -3.85339 1.21612
H 5.81616 -3.44402 1.89393
H 6.80480 -1.19210 1.54597
H 5.51805 0.56583 0.43319
H 3.79295 -2.01606 -1.93287
H 3.95806 -2.79885 -4.23514
H 3.19608 -1.37341 -6.11083
H 2.24327 0.87362 -5.62765
H 2.10238 1.67906 -3.31556
H 4.94215 1.48986 -2.64892
H 6.48979 3.38517 -2.59676
H 6.39899 5.03346 -0.74576
H 4.72550 4.73248 1.06699
H 3.16977 2.83091 0.99928
N -3.41510 -0.36477 -8.51171
C -2.76712 -0.50364 -7.26271
C -1.40929 -0.80514 -7.20216
C -0.78537 -0.98227 -5.97505
C -1.51677 -0.85210 -4.80688
C -2.87698 -0.57655 -4.85221
C -3.49286 -0.39462 -6.07831
S -0.74367 -1.25429 -3.25389
O 0.43326 -2.02088 -3.60846
O -1.81764 -1.98976 -2.61172
N -0.30137 -0.02850 -2.29273
C -0.37708 1.27914 -2.69500
N -0.00568 2.21479 -1.78007
C -0.13705 3.48697 -2.14217
C -0.57544 3.90019 -3.38346
C -0.85855 2.87310 -4.27123
N -0.75220 1.59409 -3.96011
H -2.81388 -0.02267 -9.24197
H -4.26483 0.17214 -8.46117
H -0.84078 -0.90270 -8.12335
H 0.27046 -1.22194 -5.90880
H -3.44209 -0.46564 -3.92949
H -4.55363 -0.15764 -6.11699
H 0.14675 4.21817 -1.38766
H -0.69007 4.94519 -3.63800
H -1.18603 3.08615 -5.28853
F -3.09902 1.09532 2.27983
C -2.58355 1.04014 3.49201
F -2.34276 2.27236 3.93474
F -3.45981 0.46559 4.32144
S -1.00830 0.01211 3.47694
O -0.83656 -0.38275 2.08738
O -1.23432 -0.99200 4.46950
N 0.12188 1.03386 3.91196
S 0.66530 1.80496 2.63273
O -0.38648 2.26217 1.75137
O 1.82944 1.19426 2.04925
C 1.32719 3.30729 3.42143
F 1.66052 4.16028 2.45323
F 0.42413 3.87589 4.21051
F 2.41556 3.01587 4.13595
C -7.39402 1.52112 -0.25742
O -6.22036 1.17953 -0.97642
C -5.20096 2.08700 -1.09198
S -5.40550 3.66411 -0.51888
S -3.86574 1.45204 -1.91070
H -8.02815 0.63547 -0.31977
H -7.89912 2.38268 -0.69180
H -7.16984 1.75290 0.78346

---

Entry 4:
19
Properties=species:S:1:pos:R:3 method="wB97M-V/def2-TZVPD" relative_energy_kj_mol=0.0 total_charge=0 lumo_ha="-0.0004 / -0.0859"
C -1.09666 1.37611 1.16973
C -1.49978 2.17297 0.09009
C -0.98377 -0.00302 1.09478
C -1.82398 1.48691 -1.06883
C -1.00970 -0.70122 -0.13556
C -1.51567 0.14609 -1.07336
C -0.57516 -2.13239 -0.33413
Si 3.22627 -0.33322 -0.12927
S 2.27179 1.56211 -0.05961
H -0.90273 1.75825 2.06038
H -1.55439 3.30430 0.29834
H -0.71990 -0.74015 1.82323
H 4.21541 -0.02046 -1.21396
H 0.25491 -2.46622 0.29715
H -1.34395 -2.72246 -0.02861
H -0.56417 -2.49032 -1.39789
H 2.26522 -1.41637 -0.81795
H 3.55532 -0.88260 1.24106
H -2.19904 2.10171 -1.81560

---

Entry 5:
224
Properties=species:S:1:pos:R:3 method="wB97M-V/def2-TZVPD" total_charge=0 lumo_ha=-0.1817
Y 6.04992 -2.01939 6.03596
C 4.36086 -5.97293 2.21630
C 4.38734 -6.18207 3.73617
O 5.33289 -5.38465 4.41118
H 4.51690 -4.93393 1.92610
H 3.49385 -6.30179 1.64337
H 5.22204 -6.53483 1.85469
H 4.46168 -7.25352 3.92209
H 3.42704 -5.99963 4.21850
O 3.58336 -2.40147 8.28472
H 2.72410 -2.49893 7.83007
C 1.95433 -0.42373 2.57979
O 2.77715 -0.38632 1.37255
O 2.85863 -0.64100 3.68363
C 1.02088 0.79888 2.62143
F 0.29025 0.78316 3.70474
F 1.62296 1.97247 2.56914
F 0.16198 0.80368 1.55363
C 2.25679 -0.91466 0.16159
C 3.24080 -0.35239 -0.86375
H 2.85666 -0.43155 -1.88074
H 3.39072 0.69985 -0.62209
H 4.20844 -0.83955 -0.74354
H 1.21574 -0.60006 0.08838
H 2.34980 -2.00022 0.19325
H 1.33226 -1.30213 2.40795
O 0.19981 -0.65155 7.92869
H 0.89085 -1.27671 8.14752
H 0.18846 -0.63161 6.97177
O 3.37946 2.49730 7.91300
H 4.29265 2.24100 7.78408
H 2.87596 1.84384 7.42752
O 8.14553 0.88174 -0.75459
H 7.91220 1.65843 -0.24613
H 8.04560 1.15328 -1.66701
O 6.62107 -0.55161 2.73533
H 5.77307 -0.20911 2.45286
H 7.06352 -0.79702 1.92277
C -4.52704 -5.48308 -6.16880
C -3.71026 -5.08101 -7.44606
C -4.38117 -3.82997 -8.10029
C -4.11223 -2.55771 -7.40385
C -2.64839 -2.23544 -7.26118
C -1.89573 -3.44788 -6.56116
N -2.25113 -4.78864 -7.20022
O -1.53957 -5.83914 -6.61714
C -0.41157 -3.16626 -6.87405
C -2.04218 -3.45353 -5.05197
C -3.86369 -6.18317 -8.41157
H -4.01903 -6.32348 -5.69577
H -5.54209 -5.84103 -6.34096
H -4.46558 -4.90835 -5.24468
H -4.03810 -3.72746 -9.12981
H -5.46699 -3.90076 -8.16446
H -4.51215 -2.50382 -6.39129
H -4.48453 -1.72937 -8.00664
H -2.48218 -1.24881 -6.82869
H -2.20085 -2.08360 -8.24340
H 0.38894 -3.78843 -6.47379
H -0.19627 -3.27045 -7.93747
H -0.21485 -2.10276 -6.73844
H -3.09417 -3.37753 -4.77694
H -1.47106 -4.30080 -4.67244
H -1.73870 -2.53749 -4.54516
H -3.29089 -6.06243 -9.33103
H -4.87034 -6.26358 -8.82183
H -3.46154 -7.12656 -8.04225
H -1.26525 -6.22290 -7.45325
C -6.68651 -4.33671 6.08399
C -6.08052 -5.62476 5.40466
C -6.15772 -5.38921 3.83924
C -5.08483 -4.45470 3.27320
C -3.72077 -5.02666 3.69038
C -3.56142 -5.27766 5.21790
N -4.70908 -6.04297 5.82435
O -4.56390 -6.29842 7.16602
C -2.32274 -6.22057 5.33082
C -3.23928 -3.97073 5.87700
C -7.06360 -6.82628 5.81527
H -6.54702 -4.48348 7.15502
H -7.67180 -3.95668 5.81402
H -5.90086 -3.58122 6.07462
H -5.99334 -6.38730 3.43315
H -7.11670 -4.94289 3.57603
H -5.17033 -3.43346 3.64450
H -5.23403 -4.32445 2.20134
H -3.01681 -4.27033 3.34325
H -3.55548 -5.97851 3.18565
H -1.39711 -5.66116 5.19526
H -2.31265 -6.59987 6.35265
H -2.26007 -7.12349 4.72344
H -3.28240 -3.95205 6.96599
H -2.17409 -3.76149 5.77866
H -3.81258 -3.14119 5.46312
H -7.04582 -7.01593 6.88849
H -6.76537 -7.76988 5.35833
H -8.07147 -6.68742 5.42410
H -4.90358 -5.50082 7.57839
C -4.39613 6.40585 3.64304
C -3.68197 6.14607 4.97104
C -3.96714 7.36821 5.95972
C -4.01460 7.05214 7.40568
C -4.82160 5.84189 7.66107
C -4.38583 4.56996 6.91607
N -4.21989 4.88458 5.45775
O -3.83229 3.78103 4.73534
C -3.07423 4.06248 7.50598
C -5.45674 3.38854 7.18222
C -2.14920 6.13905 4.77748
H -5.47680 6.54778 3.65420
H -4.31525 5.53083 2.99813
H -3.97357 7.26932 3.12926
H -3.20531 8.14489 5.89281
H -4.92559 7.83515 5.73290
H -4.42016 7.91119 7.94013
H -2.97112 6.96420 7.70819
H -5.85722 6.09899 7.43860
H -4.82707 5.63853 8.73191
H -3.13763 3.71609 8.53753
H -2.74944 3.17051 6.97025
H -2.33986 4.86464 7.57887
H -5.27204 2.46523 6.63311
H -5.74922 3.24925 8.22297
H -6.38631 3.77543 6.76474
H -1.72463 5.66526 5.66257
H -1.70554 7.12078 4.61173
H -1.97347 5.50090 3.91146
H -2.91475 3.63189 4.97509
C -2.30245 4.42792 -4.39191
C -2.58963 4.54613 -2.88236
C -3.37536 5.81573 -2.66093
C -4.94164 5.66909 -2.78714
C -5.40498 4.42329 -2.06842
C -4.69456 3.09720 -2.43686
N -3.25058 3.34469 -2.28548
O -2.45486 2.17982 -2.28661
C -5.08801 2.07416 -1.29557
C -5.12321 2.61369 -3.82292
C -1.25914 4.85210 -2.08459
H -2.11877 3.44096 -4.81651
H -1.41534 5.00708 -4.64825
H -3.16769 4.66305 -5.01173
H -3.17581 6.41495 -1.77256
H -3.15574 6.49687 -3.48306
H -5.28179 5.66589 -3.82272
H -5.45174 6.47492 -2.25938
H -6.48830 4.46972 -2.17964
H -5.33989 4.46453 -0.98115
H -6.15415 1.84741 -1.29269
H -4.68496 1.06934 -1.42204
H -4.78921 2.50918 -0.34184
H -6.20415 2.73659 -3.89061
H -4.75010 3.29407 -4.58839
H -4.73663 1.61980 -4.04837
H -0.79405 5.81412 -2.29977
H -0.44283 4.16145 -2.29614
H -1.56524 4.92060 -1.04070
H -2.20674 2.11244 -1.36168
C 6.86259 7.32684 1.42106
C 5.47987 7.07928 0.85282
C 4.87179 8.36154 0.14890
C 5.52107 8.69116 -1.26688
C 5.38736 7.49974 -2.22346
C 5.92113 6.20588 -1.61102
N 5.37097 6.00685 -0.21437
O 5.72925 4.76305 0.21691
C 5.43360 5.11610 -2.60557
C 7.48865 6.14612 -1.68975
C 4.47666 6.68961 1.91798
H 6.89874 8.03097 2.25230
H 7.53496 7.75456 0.67737
H 7.36795 6.40888 1.72118
H 3.79349 8.21751 0.08082
H 5.13974 9.23199 0.74774
H 6.54079 9.06962 -1.19610
H 4.86804 9.45087 -1.69641
H 5.97338 7.69488 -3.12158
H 4.34546 7.38093 -2.52084
H 5.67689 5.38996 -3.63217
H 5.92238 4.15393 -2.45256
H 4.35323 4.97271 -2.62391
H 8.01416 5.43650 -1.05069
H 7.86338 5.94296 -2.69295
H 7.84393 7.12892 -1.37994
H 4.21536 7.48183 2.61956
H 4.87020 5.84040 2.47660
H 3.51174 6.33956 1.55125
H 4.90318 4.42539 0.57072
C 6.37745 0.24204 -6.00647
C 6.39029 0.63355 -7.46863
C 5.01964 0.28986 -8.11346
O 6.74566 2.06321 -7.47778
H 5.46052 0.69049 -5.62407
H 7.29582 0.44955 -5.45727
H 6.30335 -0.84197 -5.91976
H 7.23491 0.14088 -7.95029
H 4.34591 0.97236 -7.59542
H 4.71917 -0.73163 -7.88027
H 4.92027 0.46162 -9.18525
H 6.45640 2.44173 -8.31123
C -0.16757 -7.24945 -1.02385
C 0.39870 -8.00299 -2.32533
C 1.34853 -9.14780 -2.08188
O -0.77641 -8.49486 -3.03543
H -0.96773 -6.55728 -1.28605
H 0.52053 -6.55853 -0.53676
H -0.62676 -7.95276 -0.32916
H 0.87888 -7.25693 -2.95853
H 0.83448 -10.05645 -1.76851
H 2.13844 -8.86270 -1.38701
H 1.88695 -9.36983 -3.00325
H -0.93482 -7.88942 -3.76340
C 5.60019 -4.93015 -3.00321
C 7.10421 -4.97343 -3.02877
C 7.59749 -6.37542 -2.57794
O 7.58637 -4.65624 -4.34688
H 5.07705 -5.77664 -3.44804
H 5.20208 -4.09344 -3.57726
H 5.22799 -4.80210 -1.98675
H 7.47472 -4.20227 -2.35338
H 8.68614 -6.34192 -2.53531
H 7.26601 -7.13682 -3.28398
H 7.18965 -6.67247 -1.61174
H 7.08261 -5.07336 -5.04962

---

Entry 6:
19
Properties=species:S:1:pos:R:3 method="wB97M-V/def2-TZVPD" relative_energy_kj_mol=54.2 smiles=CCC.CC total_charge=0 lumo_ha=0.0437
C 0.92532 1.60648 -0.20669
C 1.85836 0.68537 0.62387
C 1.07095 0.00124 1.74802
H -0.10840 1.41857 0.05437
H 1.19393 2.64237 0.02960
H 1.03891 1.60846 -1.29161
H 2.21428 -0.10386 -0.04495
H 2.72894 1.22005 0.97687
H 0.20909 0.60666 1.99747
H 0.75490 -1.02801 1.55176
H 1.64966 -0.22168 2.65655
C -1.20683 -1.48888 -1.37486
C -2.24497 -0.67158 -0.66251
H -0.31819 -1.58604 -0.75009
H -1.55754 -2.47994 -1.67892
H -0.81825 -1.11326 -2.32766
H -2.38706 -0.97065 0.37210
H -3.17624 -0.45608 -1.17617
H -1.82685 0.33077 -0.49715

---

Entry 7:
15
Properties=species:S:1:pos:R:3 method="wB97M-V/def2-TZVPD" relative_energy_kj_mol=178.0 smiles=S[C@@H]1[C@H]2CO[C@@H]1C2 total_charge=0 lumo_ha=0.0310
S 2.58360 -0.12280 -0.22343
C 0.86125 0.05903 -0.58895
C -0.11767 0.65633 0.56925
C -1.38160 0.74111 -0.29856
O -1.33844 -0.58965 -0.92074
C -0.13296 -1.13790 -0.45149
C -0.18484 -0.77963 1.05088
H 2.81369 1.17698 -0.36554
H 0.78069 0.50815 -1.57080
H 0.19567 1.47108 1.20898
H -2.30968 0.85604 0.26674
H -1.36545 1.49237 -1.05213
H 0.15963 -2.13255 -0.85107
H -1.17149 -0.95707 1.57624
H 0.60760 -1.24151 1.65061

---

Entry 8:
12
Properties=species:S:1:pos:R:3 method="wB97M-V/def2-TZVPD" relative_energy_kj_mol=241.4 smiles="CCC(=O)C=O" total_charge=0 lumo_ha=-0.0007
C 1.60336 -0.52840 -0.78769
C 0.43050 -0.13350 0.13021
C -0.92271 0.16546 -0.32667
O -1.32662 0.53305 -1.40768
C -1.80686 0.46426 0.97156
O -1.66172 -0.04802 2.05395
H 1.57793 -1.60611 -1.04301
H 1.61713 0.01061 -1.73761
H 2.56171 -0.37674 -0.27999
H 0.05872 0.93564 0.58109
H 0.45803 -0.62499 1.09911
H -2.58945 1.20874 0.74672